[1]
Computed, not measured: a molecular structure, C34H38CrIN2O2Si2, with ωB97M-V/def2-TZVPD.

Geometry as XYZ:
```
80
Properties=species:S:1:pos:R:3
Cr -0.2752 0.5883 0.0753
C -0.0822 3.4890 -1.7720
O 0.5458 2.3255 -1.2501
C 1.9209 2.2328 -1.4461
C 2.6112 3.0036 -2.3612
C 3.9882 2.8347 -2.5061
C 4.6363 1.8937 -1.7215
C 3.9340 1.1247 -0.8026
C 2.5529 1.2778 -0.6392
N 1.7602 0.5716 0.2505
N 2.4599 -0.3895 0.8810
C 1.8395 -1.1171 1.8301
C 0.5377 -0.9031 2.3361
O -0.2739 0.0277 1.8590
C 0.0552 -1.6978 3.4021
C 0.7933 -2.7023 3.9501
C 2.0938 -2.9945 3.4447
C 2.8670 -4.0522 3.9739
C 4.1148 -4.3317 3.4862
C 4.6385 -3.5493 2.4372
C 3.9073 -2.5171 1.9088
C 2.6175 -2.2087 2.3965
H -0.1088 3.4616 -2.8611
H 0.4503 4.3782 -1.4313
H -1.0961 3.5008 -1.3869
H 2.0937 3.7289 -2.9727
H 4.5311 3.4350 -3.2243
H 5.7060 1.7511 -1.8195
H 4.4341 0.3965 -0.1818
H -0.9458 -1.4826 3.7566
H 0.3900 -3.3058 4.7556
H 2.4448 -4.6479 4.7768
H 4.6932 -5.1494 3.8996
H 5.6228 -3.7687 2.0406
H 4.2993 -1.9217 1.0957
I -2.9489 -1.8749 1.4055
C -1.4125 -3.0554 0.6128
C -1.4485 -4.3469 1.0607
C -0.5861 -5.3264 0.5277
C 0.2397 -4.9856 -0.4951
C 0.2887 -3.6554 -0.9827
C 1.1340 -3.3846 -2.0893
C 1.2165 -2.1295 -2.5958
C 0.5319 -1.0839 -1.9365
C -0.2624 -1.2567 -0.8295
C -0.4876 -2.6107 -0.3895
H -2.1626 -4.6253 1.8230
H -0.6145 -6.3383 0.9119
H 0.8849 -5.7235 -0.9590
H 1.7061 -4.2020 -2.5134
H 1.8514 -1.9103 -3.4460
H 0.7344 -0.0780 -2.2997
C -4.3086 0.1443 -1.9750
Si -2.9834 1.4729 -1.9599
C -3.8790 3.0534 -2.4694
C -1.8580 1.0846 -3.4338
C -2.2271 1.4600 -0.2904
Si -2.2628 2.7668 1.0013
C -2.9675 2.0284 2.5712
C -3.2731 4.3082 0.6213
C -0.5537 3.4163 1.4947
H -4.8826 0.1753 -2.9073
H -5.0027 0.2667 -1.1379
H -3.8560 -0.8475 -1.8826
H -4.2827 2.8911 -3.4746
H -3.2426 3.9409 -2.5109
H -4.7133 3.2770 -1.7998
H -2.2172 0.1869 -3.9451
H -0.8267 0.8914 -3.1375
H -1.8509 1.8978 -4.1660
H -2.8517 0.6937 0.1807
H -3.9202 1.5211 2.3879
H -3.1319 2.8042 3.3267
H -2.2674 1.2905 2.9738
H -4.3364 4.0601 0.5441
H -2.9802 4.7891 -0.3139
H -3.1514 5.0393 1.4278
H 0.2425 2.6645 1.5042
H -0.6268 3.7875 2.5216
H -0.2107 4.2409 0.8642
```

Properties
⟨S²⟩: 6.11
Net charge: -1
Spin multiplicity: 5
Energy relative to the best compared isomer or geometry (same formula, charge and spin), kcal per mole: 1.2
Orbital gap (alpha / beta), eV: 5.51 / 7.03
LUMO (alpha / beta), eV: 2.4826 / 2.4814
E_HOMO (alpha / beta), eV: -3.03 / -4.55
Maximum force, hartree/bohr: 0.0090


[2]
Computed, not measured: a molecular structure, C20H19Cl3N4O6Ru in a non-equilibrium geometry, with ωB97M-V/def2-TZVPD.

Geometry as XYZ:
```
53
Properties=species:S:1:pos:R:3
Ru 0.0661 0.7351 0.3830
O 2.9295 1.3696 -3.1400
C 2.9664 0.0730 -3.4979
C 3.7893 -0.2564 -4.5714
C 3.8989 -1.5647 -4.9883
C 3.1893 -2.5871 -4.3547
C 2.3660 -2.2759 -3.3057
C 2.2318 -0.9479 -2.8585
C 1.3392 -0.6575 -1.7512
O 1.2722 0.5540 -1.2949
N 0.5997 -1.6358 -1.2313
N -0.1521 -1.1582 -0.2338
C -0.9273 -1.8949 0.4636
C -1.6455 -1.2250 1.5303
C -2.5020 -1.8531 2.4091
C -3.1240 -1.1060 3.3946
C -2.8798 0.2546 3.4730
C -2.0132 0.8292 2.5650
N -1.4112 0.0999 1.6170
H 2.3472 1.4614 -2.3634
H 4.3380 0.5411 -5.0558
H 4.5519 -1.8029 -5.8194
H 3.2869 -3.6105 -4.6900
H 1.8040 -3.0462 -2.7966
H -1.0006 -2.9535 0.2496
H -2.6594 -2.9195 2.3146
H -3.7924 -1.5808 4.1013
H -3.3462 0.8685 4.2305
H -1.7692 1.8806 2.5804
Cl 3.3013 0.0029 4.4382
C 1.5525 -0.0741 4.1869
Cl 0.7353 1.0357 5.2946
Cl 0.9614 -1.7159 4.4756
C 1.2923 0.3258 2.7073
O 0.9781 1.5057 2.4947
O 1.3655 -0.5360 1.7957
O 1.4433 2.9501 -0.0080
C 0.4504 3.4242 0.5705
O -0.6590 2.8293 0.6886
C 0.6824 4.7891 1.2062
N 1.9184 5.3387 0.5409
C 2.8062 5.9893 1.5773
C 2.0309 5.8701 2.8897
C 1.0934 4.6799 2.6777
H -0.1672 5.4522 1.0610
H 1.7014 5.9569 -0.2362
H 2.3199 4.4667 0.1450
H 2.9970 7.0180 1.2860
H 3.7496 5.4512 1.5953
H 1.4617 6.7809 3.0778
H 2.7025 5.7145 3.7314
H 0.2235 4.7091 3.3302
H 1.6035 3.7315 2.8469
```

Properties
⟨S²⟩: 1.10
Net charge: +1
Spin multiplicity: 2
Energy relative to the best compared isomer or geometry (same formula, charge and spin), kcal per mole: 32.5
Orbital gap (alpha / beta), eV: 6.08 / 6.37
LUMO (alpha / beta), eV: -4.4892 / -4.1900
E_HOMO (alpha / beta), eV: -10.57 / -10.56
Maximum force, hartree/bohr: 0.0525


[3]
Computed, not measured: a molecular structure, C18H27ClN2OsSe in a non-equilibrium geometry, with ωB97M-V/def2-TZVPD.

Geometry as XYZ:
```
50
Properties=species:S:1:pos:R:3
Os -1.5383 -0.6376 2.6569
Cl -1.8149 0.8495 0.7627
C -1.1851 -1.8763 3.9775
C -0.7197 -2.4420 2.7738
C 0.1414 -3.6099 2.8932
C 0.4196 -4.1594 4.1662
C -0.1755 -3.6241 5.3036
C -1.0423 -2.5319 5.2327
H -1.1896 -2.1922 1.7633
H 0.5358 -4.0504 1.9807
H 0.0191 -4.0696 6.2898
H -1.5944 -2.1122 6.0668
C 1.3932 -5.3153 4.2790
H 1.2305 -5.8475 5.2310
H 2.4285 -4.9309 4.2768
H 1.2842 -6.0164 3.4354
C 1.4125 2.5950 -2.7896
N 0.8593 2.3635 -1.5395
H 1.1753 1.4986 -4.6609
N 0.0684 0.8553 -2.8513
H 2.1298 3.3565 -3.0379
C 0.9804 3.2285 -0.3740
C 2.0240 4.3008 -0.6452
C -0.3573 3.8846 -0.1380
H 1.7088 4.9292 -1.5027
H 2.0540 4.9258 0.2737
H 3.0161 3.8502 -0.8495
H 1.4754 3.0719 1.6858
H 2.3525 1.9135 0.6460
H -1.1456 3.1497 0.0528
C 1.3830 2.3966 0.8218
H -0.6366 4.5069 -0.9930
H -0.2719 4.5277 0.7429
H 0.6553 1.6083 1.0554
C 0.9141 1.6424 -3.6200
C -2.2267 0.3056 -3.3031
H -2.3795 1.1585 -3.9739
H -2.8838 -0.5027 -3.6359
C -0.8054 -0.2025 -3.3358
H -1.3764 -2.1601 -2.7808
C -0.4057 -0.5376 -4.7592
H 0.6448 -0.8697 -4.8445
H -2.5101 0.5894 -2.2857
H -0.9310 -1.1113 -1.3974
H -0.5499 0.3144 -5.4480
H -1.0628 -1.3526 -5.1094
C -0.6788 -1.3920 -2.4223
H 0.3391 -1.8000 -2.4160
C 0.0819 1.2614 -1.5614
Se -3.2459 0.2604 3.9070
```

Properties
⟨S²⟩: 6.03
Net charge: -2
Spin multiplicity: 5
Orbital gap (alpha / beta), eV: 1.54 / 3.90
LUMO (alpha / beta), eV: 4.1901 / 4.1635
E_HOMO (alpha / beta), eV: 2.65 / 0.26
Maximum force, hartree/bohr: 0.1155


[4]
Computed, not measured: C5H11N in the gas phase in a non-equilibrium geometry, with ωB97M-V/def2-TZVPD.

Geometry as XYZ:
```
17
Properties=species:S:1:pos:R:3
C -2.3825 1.1411 0.3204
C -1.7274 -0.2217 -0.0131
C -0.2573 -0.5064 0.5126
C 0.9736 -0.1516 -0.0148
C 2.3188 -0.5058 0.6977
N 1.1171 0.2245 -1.3986
H -2.9202 0.8145 1.1506
H -3.1482 1.4836 -0.3863
H -1.6033 1.9193 0.2893
H -2.3682 -1.0086 0.4633
H -1.7551 -0.3324 -1.0790
H -0.0850 -1.0908 1.4477
H 2.9148 0.4292 0.9534
H 2.9151 -1.2696 0.0848
H 2.1296 -0.8752 1.7496
H 0.5477 -0.3113 -2.0595
H 2.0016 0.1365 -1.8410
```

Properties
Net charge: 0
Energy relative to the best compared isomer or geometry (same formula, charge and spin), kcal per mole: 39.3
Orbital gap, eV: 9.02
LUMO, eV: 1.0427
E_HOMO, eV: -7.98
Maximum force, hartree/bohr: 0.0522


[5]
Computed, not measured: 2 unconnected molecules or ions with the total composition C3H6O2 in a non-equilibrium geometry, with ωB97M-V/def2-TZVPD.

Geometry as XYZ:
```
11
Properties=species:S:1:pos:R:3
O -3.0815 -1.3816 -1.6339
C -3.9878 -0.5831 -1.5946
O -4.0461 0.5201 -2.4594
H -4.9782 -0.8024 -1.1738
H -3.1364 0.4438 -2.8560
C 2.8527 -0.2385 1.4428
C 3.4089 0.9152 1.8596
H 2.7802 -0.5355 0.4193
H 2.9452 -1.2069 2.1003
H 3.6978 1.5553 1.0078
H 3.5451 1.3137 2.8880
```

Properties
Net charge: 0
Energy relative to the best compared isomer or geometry (same formula, charge and spin), kcal per mole: 49.7
Orbital gap, eV: 10.79
LUMO, eV: 0.8195
E_HOMO, eV: -9.98
Maximum force, hartree/bohr: 0.0789


[6]
Computed, not measured: C25H33N3O5 in the gas phase in a non-equilibrium geometry, with ωB97M-V/def2-TZVPD.

Geometry as XYZ:
```
66
Properties=species:S:1:pos:R:3
C -2.8120 -2.0888 3.2289
C -1.3297 -2.4123 3.0805
C -0.7539 -1.9669 1.7365
C -0.6713 -0.4411 1.6229
N -0.1650 0.0030 0.3400
C 1.1270 0.2398 0.0667
O 1.4970 0.7373 -0.9917
C 2.1519 -0.1078 1.1407
N 3.4665 -0.1141 0.5563
C 4.2825 -1.1882 0.6888
O 4.0505 -2.1136 1.4465
C 5.5037 -1.1200 -0.1271
C 6.5543 -1.9983 -0.2016
C 7.4540 -1.4566 -1.1439
C 6.8887 -0.2933 -1.5734
O 5.7137 -0.0793 -0.9689
C -1.1478 0.3850 -0.6895
C -1.5034 1.8535 -0.3787
O -2.3774 2.1846 0.3967
N -0.6788 2.7056 -1.0161
C -0.6549 4.1431 -0.7983
C -0.2484 4.5240 0.6404
C -1.0988 5.7465 0.9696
C -2.4340 5.4037 0.3171
C -2.0292 4.8085 -1.0319
C -2.2879 -0.5959 -0.7734
C -3.4964 -0.4395 -0.1021
C -4.4808 -1.4001 -0.1971
C -4.2865 -2.5504 -0.9621
O -5.3156 -3.4403 -0.9741
C -5.1820 -4.6153 -1.7361
C -3.0856 -2.7079 -1.6464
C -2.1070 -1.7352 -1.5489
H -3.3760 -2.5024 2.3958
H -2.9819 -1.0161 3.2567
H -3.1977 -2.5149 4.1521
H -1.1944 -3.4920 3.1694
H -0.7678 -1.9429 3.8911
H -1.3802 -2.3534 0.9320
H 0.2433 -2.3946 1.6153
H -1.6666 -0.0097 1.7352
H -0.0406 -0.0448 2.4224
H 1.9836 -1.0940 1.5786
H 2.0959 0.6497 1.9349
H 3.5976 0.5194 -0.2221
H 6.6519 -2.9075 0.3540
H 8.3888 -1.8727 -1.4583
H 7.2159 0.4418 -2.2826
H -0.6044 0.3541 -1.6409
H 0.1251 2.3050 -1.4811
H 0.0738 4.5359 -1.5117
H -0.5187 3.7066 1.3092
H 0.8216 4.7085 0.7287
H -0.6711 6.6391 0.5087
H -1.1835 5.9158 2.0418
H -2.9419 4.6423 0.9080
H -3.0890 6.2667 0.2100
H -1.9328 5.5940 -1.7819
H -2.7563 4.0824 -1.3884
H -3.6756 0.4476 0.4832
H -5.4194 -1.2829 0.3208
H -5.0489 -4.3922 -2.7996
H -6.1125 -5.1634 -1.5979
H -4.3460 -5.2295 -1.3857
H -2.8999 -3.5780 -2.2561
H -1.1771 -1.8741 -2.0822
```

Properties
Net charge: 0
Energy relative to the best compared isomer or geometry (same formula, charge and spin), kcal per mole: 2.0
Orbital gap, eV: 9.34
LUMO, eV: 0.7325
E_HOMO, eV: -8.60
Maximum force, hartree/bohr: 0.0255


One value per record, in order, for DFT total energy: -95230.41615; -79437.05828; -102414.98666; -6851.82349; -7301.52173; -41169.48381 eV.